C62H110F24O31 | ωB97M-V/def2-TZVPD

Positions of all 227 atoms, in Å:
C (10.7693, 14.4048, -5.9352)
O (11.0017, 15.2533, -4.8608)
C (12.3418, 15.2355, -4.4743)
C (12.5911, 16.1584, -3.2691)
O (12.6206, 15.4585, -2.0115)
C (12.8920, 16.2277, -0.8329)
C (13.3382, 15.4131, 0.3597)
O (14.4554, 14.6038, 0.0286)
C (14.6358, 13.5350, 0.9605)
H (9.7897, 14.5706, -6.3833)
H (10.8242, 13.3623, -5.6216)
H (11.4928, 14.5122, -6.7433)
H (12.8788, 15.6411, -5.3317)
H (12.6568, 14.2099, -4.2818)
H (11.7962, 16.8929, -3.1390)
H (13.4666, 16.7974, -3.3848)
H (11.9655, 16.7129, -0.5260)
H (13.7070, 16.9163, -1.0561)
H (12.4999, 14.7864, 0.6639)
H (13.5537, 15.9696, 1.2719)
H (14.7306, 13.9029, 1.9821)
H (15.5642, 13.0269, 0.6997)
H (13.8872, 12.7512, 0.8444)
C (22.8631, 3.8802, 5.2577)
O (23.3920, 3.9775, 3.8997)
C (24.2846, 5.0896, 3.5837)
C (24.9351, 4.7657, 2.2617)
O (25.6779, 3.5325, 2.3265)
C (25.1509, 2.3666, 1.5825)
C (26.1609, 1.1871, 1.6050)
O (27.2706, 1.3451, 0.7528)
C (28.1501, 0.2317, 0.6763)
H (22.3580, 4.8224, 5.4702)
H (23.6563, 3.8738, 6.0052)
H (22.2015, 3.0159, 5.3170)
H (25.0661, 5.1191, 4.3430)
H (23.6777, 5.9934, 3.6386)
H (25.7224, 5.5111, 2.1487)
H (24.2961, 4.9922, 1.4082)
H (24.9480, 2.5756, 0.5322)
H (24.2351, 2.0678, 2.0925)
H (25.5911, 0.3305, 1.2448)
H (26.6017, 0.9889, 2.5820)
H (27.6395, -0.7121, 0.8678)
H (28.9501, 0.3592, 1.4055)
H (28.6561, 0.2720, -0.2883)
C (25.8477, 5.4658, 12.8370)
O (25.7338, 4.8851, 14.1020)
C (24.6757, 3.9326, 14.2756)
C (23.2593, 4.5100, 14.3972)
O (22.7528, 4.9696, 13.1102)
C (21.3301, 5.3637, 13.1613)
C (20.7580, 5.8286, 11.7618)
O (19.6676, 6.7018, 11.9120)
C (19.0804, 6.9468, 10.6612)
H (25.5333, 4.8938, 11.9641)
H (26.9103, 5.6499, 12.6791)
H (25.4225, 6.4693, 12.8164)
H (24.8641, 3.2385, 15.0946)
H (24.6946, 3.2922, 13.3937)
H (23.1498, 5.2198, 15.2172)
H (22.5678, 3.7016, 14.6346)
H (21.2061, 6.0662, 13.9855)
H (20.8125, 4.4271, 13.3688)
H (20.3005, 4.9557, 11.2961)
H (21.4290, 6.2707, 11.0253)
H (19.4928, 7.7800, 10.0922)
H (17.9979, 7.0584, 10.7219)
H (19.1630, 6.1854, 9.8856)
C (30.6220, 9.6625, 11.2141)
O (29.5682, 8.9612, 10.5509)
C (30.0383, 8.4340, 9.3228)
C (28.9016, 7.7472, 8.5816)
O (27.7918, 8.5709, 8.1962)
C (26.7362, 8.6820, 9.0415)
C (25.6647, 9.6296, 8.5023)
O (24.5047, 8.8510, 8.0639)
C (23.4819, 9.7389, 7.5615)
H (30.2768, 10.2564, 12.0604)
H (30.8733, 10.4211, 10.4727)
H (31.4789, 9.0117, 11.3882)
H (30.8970, 7.8122, 9.5759)
H (30.3789, 9.1941, 8.6198)
H (28.5440, 6.8160, 9.0210)
H (29.3693, 7.3338, 7.6881)
H (27.0901, 9.0926, 9.9872)
H (26.2994, 7.7218, 9.3156)
H (26.0981, 10.2714, 7.7353)
H (25.4297, 10.3468, 9.2887)
H (23.0909, 10.3889, 8.3442)
H (22.6091, 9.1687, 7.2434)
H (23.8596, 10.3503, 6.7420)
C (1.0805, -1.0032, 3.8876)
O (2.3256, -0.3605, 4.0254)
C (3.3971, -1.1840, 3.5244)
C (4.8083, -0.6705, 3.9122)
O (5.1038, 0.5497, 3.2898)
C (6.4083, 1.0254, 3.7068)
C (6.9415, 2.1263, 2.7608)
O (7.8937, 2.9154, 3.4283)
C (8.2042, 4.1271, 2.7585)
H (0.7520, -1.3138, 2.8958)
H (0.2617, -0.4123, 4.2982)
H (1.0052, -1.9102, 4.4875)
H (3.2677, -1.3859, 2.4611)
H (3.2944, -2.1248, 4.0651)
H (5.5692, -1.4042, 3.6463)
H (4.8101, -0.4929, 4.9876)
H (7.1691, 0.2479, 3.6379)
H (6.4870, 1.2878, 4.7618)
H (6.1543, 2.7320, 2.3119)
H (7.5459, 1.6601, 1.9827)
H (7.3991, 4.8481, 2.9006)
H (8.3486, 4.0382, 1.6817)
H (9.1099, 4.5737, 3.1688)
C (14.4561, 0.5354, 1.9041)
C (13.0883, 0.5500, 2.6382)
O (12.5731, -0.7430, 2.5202)
C (11.8233, -1.1067, 1.4918)
O (11.5641, -0.3640, 0.5148)
C (11.3465, -2.5486, 1.4486)
F (11.7887, -3.0941, 0.3811)
F (11.8623, -3.2540, 2.4430)
F (10.0742, -2.6376, 1.3448)
H (14.2096, 0.3795, 0.8539)
H (15.1687, -0.2370, 2.1935)
H (14.9434, 1.4921, 2.0919)
H (12.4410, 1.3521, 2.2835)
H (13.2650, 0.7078, 3.7021)
C (17.7332, 13.8479, -4.2401)
C (16.6244, 13.0967, -3.4821)
O (16.4493, 11.7605, -3.9580)
C (15.8811, 11.5970, -5.1736)
O (15.5410, 12.5025, -6.0114)
C (15.6068, 10.1195, -5.5088)
F (14.3251, 10.0350, -5.8901)
F (16.3340, 9.7807, -6.5265)
F (15.7826, 9.3151, -4.4080)
H (17.4477, 13.8372, -5.2920)
H (18.7562, 13.4765, -4.1804)
H (17.6395, 14.8593, -3.8445)
H (15.7141, 13.6956, -3.4541)
H (16.9948, 12.9889, -2.4626)
C (10.6539, 9.3612, -1.2180)
C (11.9567, 8.9244, -2.0099)
O (12.4567, 7.6647, -1.6003)
C (11.9640, 6.5837, -2.2820)
O (11.0042, 6.6046, -3.1208)
C (12.6615, 5.3243, -1.7769)
F (12.3099, 4.9070, -0.5997)
F (12.3833, 4.2835, -2.5547)
F (13.9853, 5.5299, -1.8187)
H (10.4935, 10.4359, -1.3037)
H (10.7984, 9.1386, -0.1608)
H (9.7312, 8.8600, -1.5102)
H (12.7807, 9.6246, -1.8732)
H (11.7949, 8.9559, -3.0874)
C (17.4283, 8.5030, 0.4207)
C (17.9426, 8.0520, 1.8233)
O (16.9903, 7.2637, 2.4926)
C (17.2352, 6.8545, 3.7735)
O (18.2718, 7.1076, 4.3733)
C (16.1402, 5.9701, 4.4551)
F (14.9882, 6.0891, 3.8282)
F (16.5881, 4.7197, 4.4493)
F (15.9440, 6.2890, 5.7477)
H (18.1033, 9.2653, 0.0315)
H (16.5104, 9.0897, 0.4583)
H (17.2731, 7.7126, -0.3136)
H (18.2111, 8.9419, 2.3925)
H (18.9069, 7.5575, 1.7062)
C (19.4453, 3.6375, 0.0512)
C (20.8647, 3.7570, -0.4163)
O (20.8047, 4.2402, -1.8033)
C (21.0710, 5.5025, -2.1597)
O (21.3352, 6.3834, -1.3851)
C (20.9827, 5.8680, -3.6784)
F (20.0745, 6.8298, -3.8677)
F (22.1451, 6.4326, -4.0508)
F (20.6939, 4.8219, -4.4554)
H (18.9019, 2.9360, -0.5818)
H (18.9346, 4.6004, 0.0670)
H (19.4122, 3.1162, 1.0079)
H (21.2795, 2.7490, -0.4098)
H (21.4550, 4.3417, 0.2892)
C (27.4504, 14.7242, -0.2628)
C (26.4633, 14.4611, 0.8663)
O (25.5864, 13.4484, 0.4979)
C (24.9902, 12.6963, 1.4242)
O (25.2406, 12.7770, 2.6066)
C (23.8872, 11.7696, 0.9376)
F (22.8668, 11.7876, 1.7810)
F (23.4142, 11.9926, -0.2588)
F (24.2890, 10.4466, 0.9219)
H (27.8944, 15.7099, -0.1231)
H (26.9465, 14.7981, -1.2265)
H (28.2251, 13.9578, -0.2870)
H (25.8231, 15.3351, 0.9864)
H (26.8644, 14.3015, 1.8672)
C (16.7114, -3.4835, 11.9280)
C (15.9529, -2.7872, 10.8182)
O (16.8081, -2.2108, 9.9124)
C (16.2976, -1.3701, 8.9735)
O (15.0773, -1.0495, 8.8947)
C (17.3771, -0.8780, 7.9945)
F (17.7267, 0.4032, 8.2076)
F (18.4841, -1.6114, 8.1456)
F (16.8685, -0.9500, 6.7480)
H (17.3960, -2.8037, 12.4354)
H (17.4780, -4.1234, 11.4909)
H (16.0730, -3.9293, 12.6908)
H (15.2408, -2.1185, 11.3018)
H (15.3447, -3.4949, 10.2550)
C (18.3392, 14.3502, 7.5309)
C (17.9293, 13.1201, 8.2987)
O (16.6715, 12.6256, 7.9774)
C (16.5481, 11.7411, 6.9695)
O (17.4127, 11.4103, 6.1574)
C (15.1509, 11.0936, 6.8752)
F (14.9309, 10.5661, 5.5973)
F (15.0507, 10.0678, 7.7185)
F (14.2212, 12.0040, 7.1913)
H (18.2892, 14.1818, 6.4552)
H (19.2564, 14.8669, 7.8138)
H (17.6492, 15.1699, 7.7311)
H (17.9063, 13.4289, 9.3438)
H (18.7193, 12.3707, 8.2493)

Summary:
HOMO energy (eV): -9.442